Formula: C49H43N3P2SSbSe4Tc
Source: the Open Molecules 2025 dataset
Level of theory: the ωB97M-V functional and the def2-TZVPD basis

charge: +2
E: -355503.241 eV
LUMO level: -6.35 eV
F_max: 0.877 eV/A
2S+1: 1
HOMO: -12.7 eV

Atoms and positions in Å:
Tc  -0.98875  -0.22444  0.82570
C  5.07894  -3.04488  -0.08660
C  4.00946  -3.60283  0.85916
C  4.63290  -4.67966  1.75531
C  2.90023  -4.26770  0.04426
C  3.47561  -2.45552  1.72251
C  4.26030  -1.97476  2.79137
C  3.81091  -1.00789  3.66264
C  2.54034  -0.48125  3.44655
S  1.65246  0.62180  4.44617
C  0.34227  0.51783  3.35958
N  0.54572  -0.22172  2.29262
C  1.78210  -0.87353  2.34435
C  2.24416  -1.87033  1.48417
C  -1.02832  0.96072  3.56696
C  -1.50806  1.59661  4.70401
C  -2.87940  1.68634  4.88887
C  -3.74061  1.11786  3.95526
C  -3.24938  0.51705  2.80073
C  -1.87893  0.46131  2.57887
H  5.43292  -3.82588  -0.76008
H  5.93787  -2.67077  0.47091
H  4.68285  -2.22431  -0.68816
H  4.96284  -5.51955  1.14417
H  3.91052  -5.05890  2.48726
H  5.50537  -4.31881  2.29524
H  3.30750  -5.12497  -0.49215
H  2.47387  -3.59265  -0.69721
H  2.08935  -4.62580  0.67697
H  5.23448  -2.40446  2.96327
H  4.41551  -0.69853  4.50242
H  1.60440  -2.22343  0.69134
H  -0.83623  1.97919  5.46144
H  -3.27653  2.15494  5.77750
H  -4.80733  1.13384  4.13244
H  -3.94521  0.07304  2.09779
C  0.09905  2.08436  -3.13594
N  -0.37915  1.57572  -1.82687
P  0.69714  0.93158  -0.63165
C  1.92263  0.03448  -1.60827
C  1.75572  -1.31008  -1.93508
C  2.63190  -1.93262  -2.81194
C  3.69995  -1.22588  -3.34378
C  3.89574  0.10470  -2.99825
C  3.01153  0.73399  -2.13900
C  1.62950  2.32597  0.03660
C  2.68926  2.04190  0.89885
C  3.44809  3.07455  1.42268
C  3.16440  4.39186  1.08206
C  2.12379  4.67675  0.21166
C  1.35577  3.64630  -0.31297
P  -1.97889  1.25023  -1.52291
C  -2.59299  2.16304  -0.12913
C  -1.73943  2.87515  0.71111
C  -2.26194  3.70386  1.70120
C  -3.62730  3.83725  1.83554
C  -4.49189  3.13331  0.99123
C  -3.98592  2.30330  0.01901
C  -2.95820  1.78137  -2.91941
C  -3.48635  0.84616  -3.80634
C  -4.23782  1.26913  -4.89426
C  -4.45544  2.62255  -5.09420
C  -3.93036  3.56081  -4.20876
C  -3.18898  3.14580  -3.12013
H  0.84453  1.39922  -3.53646
H  0.54097  3.07138  -3.01481
H  -0.72695  2.15237  -3.83857
H  0.93523  -1.87216  -1.50415
H  2.49712  -2.97439  -3.06592
H  4.38952  -1.71692  -4.01579
H  4.73642  0.65105  -3.40172
H  3.17559  1.77269  -1.87879
H  2.94834  1.01979  1.14503
H  4.27044  2.85097  2.08782
H  3.76344  5.19460  1.48884
H  1.91557  5.70097  -0.06450
H  0.54036  3.87722  -0.98670
H  -0.66506  2.84124  0.59059
H  -1.59119  4.25702  2.34329
H  -4.03608  4.50011  2.58499
H  -5.56086  3.26323  1.08783
H  -4.67104  1.81792  -0.66630
H  -3.31871  -0.21384  -3.66008
H  -4.64991  0.54327  -5.57970
H  -5.04161  2.95361  -5.93947
H  -4.10767  4.61416  -4.36940
H  -2.79750  3.88120  -2.42558
N  -3.90844  -5.46942  -2.47407
C  -3.54427  -4.40758  -2.24424
C  -3.09097  -3.07468  -1.92359
C  -1.89668  -2.61046  -2.48288
C  -1.46827  -1.33627  -2.18049
C  -2.22471  -0.52627  -1.30349
C  -3.42568  -1.01287  -0.76194
C  -3.85149  -2.30123  -1.05584
H  -1.33833  -3.24304  -3.15745
H  -0.57737  -0.94940  -2.65548
H  -4.03005  -0.37958  -0.12354
H  -4.76282  -2.70030  -0.63531
Se  0.92296  -5.26150  3.54297
Sb  -1.30980  -4.75902  3.24002
Se  -1.31472  -2.31987  1.62590
Se  -1.91911  -4.41363  0.68945
Se  -3.15513  -4.29300  4.54278

Mulliken population analysis, charges in e, atoms 1 to 4: -0.701 -1.589 2.191 -1.755


Formula: C49H44BClF7IN4O7P
Source: the Open Molecules 2025 dataset
Level of theory: the ωB97M-V functional and the def2-TZVPD basis

charge: +1
energy above the lowest of the compared OMol25 structures with the same formula, charge and spin: 0.0 kcal/mol
E: -121426.673 eV
LUMO level: -3.38 eV
F_max: 1.438 eV/A
2S+1: 1
HOMO: -10.8 eV

Atoms and positions in Å:
C  -3.50937  8.26319  1.09740
C  -4.00642  7.12887  1.96673
O  -4.34031  5.97367  1.20506
C  -3.31662  5.02521  1.08050
C  -3.86286  3.59632  1.09292
C  -4.90870  3.45592  -0.05155
F  -4.81865  2.21109  -0.59266
F  -4.62165  4.30637  -1.06077
C  -6.42265  3.65174  0.29674
F  -6.65190  4.55832  1.23351
F  -6.89218  2.45520  0.70080
C  -7.27391  4.05489  -0.94579
F  -7.00984  3.28921  -1.98041
F  -7.10625  5.31903  -1.25096
F  -8.54889  3.87814  -0.61211
C  -2.63060  2.68663  0.79282
C  -2.05933  2.78207  -0.62001
C  -0.55901  2.96081  -0.59515
O  0.00256  3.70110  0.11427
I  0.56164  1.79678  -2.03437
C  -2.88823  1.24078  1.24448
B  -1.76432  0.18091  0.79004
N  -2.08674  -1.05864  0.10644
O  -0.47329  0.46482  1.07594
N  -3.12856  1.34472  2.73161
P  -2.68410  -0.04141  3.75142
C  -3.29486  0.39838  5.42438
C  -0.87207  0.20748  3.99520
C  -0.41062  -0.25835  5.37688
C  -4.32298  1.95348  2.85709
N  -5.33952  1.33123  3.39565
Cl  -6.83100  2.02588  3.73316
N  -4.51311  3.26138  2.39749
C  -4.24795  4.13063  3.54864
C  -3.01967  4.13201  4.22745
C  -2.81140  4.97916  5.31807
C  -3.83113  5.83052  5.75195
C  -5.06466  5.81468  5.09265
C  -5.27495  4.96987  3.99843
H  -4.21604  8.45711  0.30019
H  -2.52315  8.05975  0.68992
H  -3.44949  9.15228  1.71960
H  -4.92982  7.45216  2.44218
H  -3.30665  6.89839  2.77047
H  -2.54306  5.13923  1.83675
H  -2.80832  5.18770  0.13266
H  -1.86845  3.06665  1.47036
H  -2.40030  3.65226  -1.17529
H  -2.30539  1.93887  -1.25788
H  -3.82530  0.91190  0.79951
H  -2.13717  -1.82168  0.77322
H  -2.94692  -1.01644  -0.42515
H  0.13103  0.04359  0.44916
H  -3.00306  -0.42200  6.06801
H  -4.37356  0.47628  5.48592
H  -2.87039  1.31928  5.82095
H  -0.68600  1.27662  3.90045
H  -0.32856  -0.33785  3.23902
H  0.66712  -0.35780  5.40874
H  -0.84188  -1.23022  5.61219
H  -0.72053  0.40987  6.17158
H  -5.24863  0.37031  3.69743
H  -2.20776  3.50112  3.89993
H  -1.85210  4.96687  5.80725
H  -3.64191  6.48805  6.58351
H  -5.85392  6.46260  5.43947
H  -6.23016  4.97162  3.50159
C  2.26393  -7.61813  -4.43210
C  1.86465  -7.29112  -3.14077
C  1.59023  -5.97508  -2.80986
C  1.72442  -4.97742  -3.76639
C  2.14490  -5.30405  -5.05880
C  2.40397  -6.62743  -5.38921
C  2.34279  -4.24518  -6.08869
O  2.70854  -4.52496  -7.21046
C  2.09670  -2.82780  -5.69736
C  2.33216  -1.81641  -6.62080
C  2.10437  -0.49552  -6.27248
C  1.63257  -0.18160  -5.00168
C  1.39930  -1.18724  -4.07874
C  1.63736  -2.51084  -4.41878
C  1.41652  -3.57060  -3.39323
O  1.00663  -3.28548  -2.28621
H  2.47118  -8.64803  -4.68969
H  1.76730  -8.06619  -2.39249
H  1.27606  -5.71375  -1.80912
H  2.72061  -6.87321  -6.39337
H  2.69693  -2.07033  -7.60637
H  2.29373  0.29134  -6.99012
H  1.45006  0.85146  -4.73303
H  1.03638  -0.95234  -3.08768
C  5.03942  -2.93250  -3.49382
C  5.17549  -4.12609  -4.19640
C  6.01399  -5.12051  -3.72419
C  6.72694  -4.92391  -2.54854
C  6.60411  -3.71992  -1.85189
C  5.75262  -2.72962  -2.32509
C  7.38748  -3.46911  -0.60860
O  7.27197  -2.42633  0.00130
C  8.31783  -4.53484  -0.14146
C  9.09780  -4.30549  0.98480
C  9.95906  -5.28854  1.44075
C  10.03999  -6.50891  0.77830
C  9.26807  -6.74197  -0.34691
C  8.41060  -5.75494  -0.81541
C  7.60996  -6.01501  -2.04513
O  7.67451  -7.07979  -2.62145
H  4.37852  -2.15828  -3.86287
H  4.63201  -4.28137  -5.11531
H  6.12052  -6.05237  -4.26236
H  5.65720  -1.80375  -1.77504
H  9.02731  -3.35572  1.49618
H  10.56957  -5.10627  2.31504
H  10.70996  -7.27744  1.13990
H  9.32823  -7.68605  -0.87001

Mulliken population analysis, charges in e, atoms 1 to 4: -1.481 -0.308 0.014 -2.816


Formula: C49H44BrNO3P2SiTi
Source: the Open Molecules 2025 dataset
Level of theory: the ωB97M-V functional and the def2-TZVPD basis

charge: -1
energy above the lowest of the compared OMol25 structures with the same formula, charge and spin: 0.0 kcal/mol
E: -178777.994 eV
LUMO level (spin up / spin down): 2.48 / 2.48 eV
F_max: 0.474 eV/A
2S+1: 2
HOMO (spin up / spin down): -3.6 / -3.9 eV

Atoms and positions in Å:
Ti  -0.15329  0.41448  0.05107
C  3.21277  2.76139  -0.59271
Si  2.32081  1.17613  -0.02864
C  3.18742  0.78320  1.64368
C  4.55211  1.00547  1.87289
C  5.17971  0.57338  3.02893
C  4.45293  -0.10717  4.00106
C  3.09476  -0.29984  3.82253
C  2.46230  0.16582  2.66772
P  0.63673  0.09485  2.48867
C  0.05653  1.30089  3.73576
C  0.89579  1.99329  4.60292
C  0.36996  2.87640  5.53681
C  -1.00037  3.07131  5.61858
C  -1.84429  2.39477  4.74995
C  -1.31623  1.52929  3.80708
C  0.26397  -1.51125  3.30154
C  0.70513  -2.66852  2.65810
C  0.36853  -3.92047  3.14506
C  -0.40898  -4.03626  4.29009
C  -0.84058  -2.89311  4.94551
C  -0.50764  -1.63706  4.45395
C  3.02556  -0.25267  -1.14942
C  4.26465  -0.86595  -0.93967
C  4.70704  -1.92597  -1.71759
C  3.90815  -2.41340  -2.74153
C  2.67619  -1.82714  -2.98321
C  2.23891  -0.76083  -2.20142
P  0.61015  0.03738  -2.47303
C  1.05794  1.53495  -3.43465
C  2.37055  1.87726  -3.73875
C  2.65076  3.03819  -4.45060
C  1.62310  3.86715  -4.86881
C  0.30698  3.52949  -4.57572
C  0.03059  2.37432  -3.86535
C  -0.17196  -0.96090  -3.79725
C  0.17124  -0.83018  -5.14380
C  -0.45609  -1.59993  -6.10981
C  -1.43865  -2.51137  -5.74201
C  -1.79000  -2.64691  -4.40825
C  -1.16158  -1.87198  -3.44200
H  4.21769  2.54898  -0.97023
H  3.30397  3.43671  0.26182
H  2.66307  3.28991  -1.37142
H  5.13883  1.52077  1.11883
H  6.23963  0.75182  3.17055
H  4.94047  -0.47002  4.89779
H  2.51549  -0.80536  4.58748
H  1.96752  1.85852  4.54785
H  1.03818  3.41545  6.19724
H  -1.40877  3.76357  6.34486
H  -2.91281  2.56577  4.77951
H  -1.97694  1.04341  3.09983
H  1.28781  -2.59228  1.74724
H  0.69221  -4.80271  2.60828
H  -0.68342  -5.01507  4.66390
H  -1.44644  -2.97450  5.83995
H  -0.85704  -0.75304  4.97238
H  4.89669  -0.52156  -0.12955
H  5.66987  -2.38053  -1.51411
H  4.23404  -3.25332  -3.34292
H  2.04805  -2.21872  -3.77291
H  3.18414  1.24075  -3.41558
H  3.68060  3.29176  -4.67001
H  1.84247  4.77445  -5.41791
H  -0.50549  4.17103  -4.89379
H  -0.99833  2.12120  -3.64348
H  0.93223  -0.11710  -5.43806
H  -0.17994  -1.48786  -7.15120
H  -1.93240  -3.11165  -6.49642
H  -2.55384  -3.35174  -4.10867
H  -1.44808  -1.97678  -2.40409
O  -1.45012  3.12835  1.34716
C  -1.10598  2.13158  0.69867
Br  -2.86753  -5.11231  -1.07440
C  -3.29939  -3.71392  0.13810
C  -4.60694  -3.70282  0.60644
C  -5.01815  -2.71831  1.48965
C  -4.12681  -1.73473  1.89078
C  -2.83400  -1.74643  1.39774
C  -2.38732  -2.73611  0.52474
C  -0.92806  -2.70962  0.09405
O  -0.34616  -3.73981  -0.19035
O  -0.40537  -1.53281  0.09656
H  -5.29336  -4.46900  0.27350
H  -6.03755  -2.72246  1.85480
H  -4.43249  -0.95342  2.57484
H  -2.13789  -0.96982  1.68766
C  -2.86128  3.34605  -1.55317
C  -2.97112  1.94152  -0.95473
C  -3.33608  0.91304  -2.02161
C  -4.04853  1.93109  0.13595
N  -1.68984  1.56306  -0.37620
H  -3.81915  3.66225  -1.97710
H  -2.10642  3.36929  -2.34050
H  -2.56680  4.04715  -0.77254
H  -4.32046  1.12383  -2.44942
H  -3.35810  -0.08735  -1.58121
H  -2.60579  0.90012  -2.83303
H  -5.00962  2.24146  -0.28380
H  -3.77001  2.60779  0.94275
H  -4.16079  0.92201  0.53981

Mulliken population analysis, charges in e, atoms 1 to 4: -0.501 -1.812 1.674 -0.296


Formula: C49H44ClNO4P2Zn
Source: the Open Molecules 2025 dataset
Level of theory: the ωB97M-V functional and the def2-TZVPD basis

charge: 0
energy above the lowest of the compared OMol25 structures with the same formula, charge and spin: 0.0 kcal/mol
E: -140727.537 eV
LUMO level: 0.31 eV
F_max: 2.295 eV/A
2S+1: 1
HOMO: -7.8 eV

Atoms and positions in Å:
Zn  -0.66967  0.78023  -0.81699
C  -2.42237  -2.04500  0.96115
N  -1.37909  -2.15235  1.96966
C  -1.24104  -0.93218  2.74937
P  -0.35022  0.43990  1.87524
C  1.39740  0.21035  2.29163
C  1.95720  -1.03928  2.51431
C  3.31420  -1.19843  2.68115
C  4.14636  -0.08455  2.71216
C  3.59339  1.18346  2.56442
C  2.24425  1.32285  2.29761
C  -0.92079  1.81216  2.93806
C  -2.03366  2.47336  2.45932
C  -2.58546  3.51559  3.20687
C  -2.02700  3.87394  4.40354
C  -0.89464  3.20972  4.88506
C  -0.35522  2.21179  4.12976
C  -1.26325  -3.35359  2.71947
C  -1.68298  -3.41678  4.05924
C  -1.52669  -4.60805  4.73557
C  -0.97058  -5.74401  4.13896
C  -0.48501  -5.63214  2.84623
C  -0.63928  -4.47103  2.15416
P  -1.80067  -1.36229  -0.63880
C  -0.78835  -2.83131  -1.01037
C  0.56982  -2.73146  -0.67346
C  1.39332  -3.81523  -0.91322
C  0.84167  -5.00313  -1.34113
C  -0.49769  -5.13134  -1.69780
C  -1.32682  -4.03388  -1.54814
C  -3.31920  -1.38650  -1.70804
C  -3.17799  -1.71051  -3.09640
C  -4.27007  -1.56629  -3.92928
C  -5.48885  -1.09752  -3.48256
C  -5.63366  -0.69952  -2.16486
C  -4.54761  -0.87459  -1.27572
H  -3.27595  -1.45367  1.33512
H  -2.76827  -3.06063  0.75180
H  -0.73222  -1.09967  3.68704
H  -2.19965  -0.54528  3.05903
H  1.39809  -1.97592  2.43256
H  3.71309  -2.21103  2.75152
H  5.21119  -0.23463  2.82503
H  4.25333  2.04570  2.54830
H  1.84890  2.30806  2.07520
H  -2.52664  2.15475  1.55246
H  -3.40905  4.07016  2.78730
H  -2.40689  4.71488  5.02464
H  -0.53523  3.45465  5.87094
H  0.55560  1.75409  4.46959
H  -2.08391  -2.52764  4.52733
H  -1.87633  -4.60943  5.76394
H  -0.91530  -6.61286  4.72882
H  0.03368  -6.47965  2.40894
H  -0.18939  -4.41523  1.13286
H  0.99419  -1.80726  -0.31792
H  2.46367  -3.78929  -0.71727
H  1.50637  -5.87096  -1.47187
H  -0.88085  -6.07617  -2.05048
H  -2.36473  -4.10724  -1.82774
H  -2.22772  -2.11052  -3.49032
H  -4.15152  -1.86721  -4.96309
H  -6.37065  -1.09214  -4.11458
H  -6.58748  -0.31991  -1.80028
H  -4.64845  -0.46116  -0.23678
Cl  4.37605  -0.93104  -6.03692
C  3.02772  -0.48856  -5.05270
C  1.70717  -0.54993  -5.59797
C  0.62030  -0.27085  -4.81840
C  0.74388  0.06517  -3.44715
O  -0.31667  0.19884  -2.73762
C  2.04415  0.26186  -2.98010
C  2.29921  0.66379  -1.60372
O  1.47867  0.82204  -0.73528
C  3.15067  -0.02290  -3.78538
H  1.55427  -0.78770  -6.66302
H  -0.32780  -0.33908  -5.28037
H  3.34595  0.76591  -1.30754
H  4.15937  0.11335  -3.31988
C  4.53918  3.54917  -1.68227
C  3.11106  3.85249  -1.42911
C  2.63566  4.18682  -0.16683
C  1.28184  4.19078  0.06580
C  0.79316  4.71928  1.38643
C  0.38406  3.84290  -0.95147
C  0.86181  3.61568  -2.26527
C  -0.05799  3.40568  -3.43158
C  2.22460  3.67897  -2.46798
C  -1.07384  3.68683  -0.61277
O  -1.74788  4.64099  -0.28564
O  -1.54002  2.47805  -0.67619
H  5.21869  4.23047  -1.15437
H  4.81403  3.49778  -2.73338
H  4.74970  2.52445  -1.26592
H  3.33578  4.41393  0.62875
H  1.55122  4.57901  2.16711
H  -0.08059  4.19179  1.73969
H  0.50083  5.75986  1.36990
H  -0.92594  4.05020  -3.29803
H  -0.48499  2.37897  -3.44752
H  0.41682  3.62830  -4.38904
H  2.64217  3.50950  -3.47250

Mulliken population analysis, charges in e, atoms 1 to 4: 3.862 -1.216 1.596 -2.890